Record 1
25
Properties=species:S:1:pos:R:3:forces:R:3:mulliken_charge:R:1 method="wB97M-V/def2-TZVPD" mol_weight_g_mol=150.151 e_lumo_ev=3.63 gap_ev=7.7 charge=-1 e_above_lowest_kj_mol=0.00
H -0.5796 2.3688 0.8978 -0.33 1.19 0.77 0.3918
H -2.7971 -1.3973 -2.6610 1.38 0.57 -1.38 0.3003
H -1.7279 -0.3675 -2.6003 0.64 -0.02 0.25 0.3647
H -1.0419 -1.8921 0.3600 0.06 -0.69 0.28 0.8470
H -1.2229 -0.4128 1.1164 0.84 0.10 -0.35 0.1800
H 0.0220 -3.1889 0.1152 -0.89 -1.29 -3.01 0.4027
C -0.5323 -0.9526 0.4267 1.01 1.49 2.14 -1.3429
H -0.4381 -2.5690 -1.1811 -0.22 -0.23 -0.56 0.4246
H 2.7396 1.3471 -1.2402 -1.58 0.23 0.47 0.2729
H 1.1028 1.3596 1.7024 -0.18 -0.71 -0.57 0.4177
H 1.4220 2.9131 1.9519 0.13 0.73 0.19 0.2187
O 1.1438 2.3843 1.2149 0.57 -1.15 0.15 -0.8668
C 1.0114 -0.8762 1.1682 -2.93 -0.21 -0.66 -0.3594
H 0.3569 -0.6454 -1.2509 1.04 0.74 -0.95 0.2562
O 1.7522 1.3996 -1.1512 1.05 0.26 0.70 -0.6816
O -0.3137 -3.4660 -0.8418 1.38 0.63 2.87 -0.6955
N -0.5145 -0.3649 -0.8788 -1.86 2.25 -0.76 -0.5677
H 1.8230 -0.7083 0.4425 -0.35 -0.30 -0.55 0.2556
H -0.6528 0.7065 -0.9347 0.94 -2.56 0.41 0.3612
O -2.0870 -0.9851 -3.2485 -2.05 -0.85 0.99 -0.7070
O -1.3049 2.9677 1.2286 -0.47 -0.77 -0.46 -0.6977
O 0.9456 0.0970 2.0781 0.48 1.29 1.37 -0.8726
H -1.7732 2.4086 1.8582 -0.01 0.06 -0.04 0.2944
H 1.1365 -1.8587 1.6265 0.33 -0.58 0.25 0.3765
H 1.5300 1.7325 -0.1990 1.01 -0.18 -1.58 0.4271

---

Record 2
23
Properties=species:S:1:pos:R:3:forces:R:3:mulliken_charge:R:1 method="wB97M-V/def2-TZVPD" mol_weight_g_mol=120.145 e_lumo_ev=0.28 smiles=CC.O.O.O.O.O gap_ev=11.6 charge=0 e_above_lowest_kj_mol=79.70
O -4.6387 2.1990 -0.8217 -0.27 -0.03 1.09 -0.6217
H 1.0717 -3.0513 -0.0232 -0.06 -0.19 -0.18 0.2717
H -0.0070 -3.8642 1.1319 0.16 0.45 -0.21 0.2369
O 3.8017 0.3972 2.6328 0.14 -0.11 -0.28 -0.6436
C 0.0524 -3.4045 0.1314 -0.52 -0.40 0.65 -0.7021
C -0.4769 -4.4246 -0.8633 -0.13 -1.44 -0.86 -0.8504
H -4.4412 2.6567 0.0104 0.44 0.37 -0.47 0.3156
H 3.6598 1.0022 1.8985 -0.08 0.21 -0.06 0.3188
H 0.1454 -4.6333 -1.7280 0.39 0.59 -0.24 0.2840
H 4.3413 -0.2815 2.2095 -0.04 -0.08 0.24 0.3195
O 0.3648 2.2182 0.6143 0.11 -0.29 -0.43 -0.6708
H -1.4619 -4.2062 -1.2835 0.06 0.31 0.23 0.2702
H -0.5923 4.0552 -1.0681 -0.06 -0.13 0.01 0.3145
H -0.5646 2.0363 0.8211 0.43 0.28 0.03 0.3068
H 0.7765 2.6593 1.3567 -0.30 0.10 0.41 0.3316
H -5.2761 1.5759 -0.4496 -0.12 -0.31 -0.64 0.3064
H -2.0234 3.8192 -1.5956 0.21 0.06 0.24 0.3214
H 2.7480 2.2832 -1.0718 0.95 -0.14 -0.62 0.3109
H -0.6117 -2.5437 0.1306 0.13 0.20 0.12 0.2237
H -0.5723 -5.4586 -0.4888 -0.03 0.50 0.51 0.2667
H 2.2114 1.4769 -0.0923 0.06 -1.07 0.30 0.3522
O -1.5166 4.0417 -0.8006 -0.32 -0.01 -0.19 -0.6251
O 3.0097 1.4469 -0.6506 -1.16 1.13 0.37 -0.6372

---

Record 3
24
Properties=species:S:1:pos:R:3:forces:R:3:mulliken_charge:R:1 method="wB97M-V/def2-TZVPD" mol_weight_g_mol=136.144 e_lumo_ev=0.33 smiles="C=C.O.O.O.O.O.O" gap_ev=10.1 charge=0 e_above_lowest_kj_mol=148.54
H -2.5923 -0.2886 -0.0008 -0.24 -0.42 -0.44 0.3130
H 1.5518 -0.5965 -0.9942 -0.53 -0.24 0.26 0.3815
H -4.7483 -2.5009 -0.8904 0.04 -0.08 0.16 0.3088
H 1.8861 -0.7968 0.8928 -0.16 0.14 0.42 0.3178
H -6.1829 -2.0326 -0.9047 -0.06 -0.06 0.15 0.3184
H -0.7559 -1.8169 -1.7299 -0.16 0.09 0.07 0.3206
O -2.8256 0.4744 -0.5332 0.01 0.70 0.37 -0.6195
H -1.7472 -2.8199 -2.2762 -0.10 -0.01 0.07 0.3048
H -1.0765 0.4201 1.3036 0.33 0.20 0.12 0.2974
H 5.6754 2.9950 0.3974 -0.59 -0.32 -0.52 0.2514
H 2.1968 -1.1746 -2.1550 -0.20 -0.57 -0.39 0.3198
O -5.5667 -2.5596 -0.3830 0.07 0.15 -0.31 -0.6302
H 5.3998 3.5796 2.0384 0.06 -0.50 0.37 0.2003
H 3.2714 2.4854 2.3085 -0.14 -0.04 -0.07 0.1941
C 4.9946 2.9625 1.2387 0.59 0.93 0.81 -0.5253
H -0.6896 1.8700 1.1482 0.03 0.00 0.04 0.3301
O -1.7012 -2.0502 -1.6991 0.36 -0.04 -0.15 -0.5970
O 2.0133 0.1458 0.7455 0.28 -0.03 -0.31 -0.7058
H 1.3566 0.6469 1.2662 -0.11 -0.63 -0.24 0.3842
H 3.2841 2.0786 0.4832 -0.08 -0.70 0.15 0.1873
O 1.4296 -1.3596 -1.5967 0.53 0.85 0.10 -0.6639
C 3.7974 2.4139 1.3664 0.34 0.86 -0.72 -0.3188
H -3.0959 0.1561 -1.3978 0.22 -0.35 0.07 0.2983
O -0.4136 1.0623 1.5987 -0.49 0.07 -0.02 -0.6672

---

Record 4
24
Properties=species:S:1:pos:R:3:forces:R:3:mulliken_charge:R:1 method="wB97M-V/def2-TZVPD" mol_weight_g_mol=136.144 e_lumo_ev=-0.33 smiles=CO.CO.O.O.O.O gap_ev=9.2 charge=0 e_above_lowest_kj_mol=131.63
C 17.4921 -26.2390 -7.6879 0.63 -0.31 -0.18 -0.4052
H 20.3557 -29.9650 -3.0054 -0.04 0.07 0.08 0.3233
H 18.1381 -28.1941 -5.1545 0.31 0.45 0.27 0.3152
H 20.6278 -28.5945 -2.3816 -0.12 -0.05 0.02 0.3279
H 20.0284 -24.8196 -2.1327 0.05 0.06 -0.19 0.2317
H 15.7127 -29.3327 -2.9442 -0.04 0.10 0.04 0.3049
H 18.4826 -26.4042 -8.1340 -0.06 -0.02 -0.19 0.2316
O 18.4937 -25.0055 -3.5647 0.24 0.27 -0.11 -0.4612
O 19.9118 -29.1884 -2.6434 0.30 -0.11 0.02 -0.6983
H 18.8757 -28.2983 -3.7805 -0.28 0.42 -0.38 0.4883
H 17.0706 -25.3665 -8.1773 -0.19 0.04 0.18 0.2733
H 18.5488 -25.9602 -3.7346 -0.17 0.28 -0.12 0.3892
O 18.3184 -27.6974 -4.3317 0.13 -0.88 0.09 -0.8713
C 18.9408 -24.7492 -2.2567 -0.21 -0.65 0.54 -0.5851
O 17.8148 -29.4420 -6.4787 0.27 -0.67 -0.02 -0.6898
O 16.6371 -27.3543 -7.9047 0.39 -0.03 0.20 -0.5137
H 18.6276 -23.7665 -1.9069 -0.05 0.10 -0.34 0.2387
H 17.7008 -26.0526 -6.6317 -0.42 0.19 0.09 0.0881
H 18.4878 -25.4756 -1.5687 0.08 0.08 0.13 0.2512
H 17.5020 -30.1791 -5.9372 -0.16 0.14 -0.13 0.2961
H 18.2957 -29.8563 -7.2085 0.01 0.12 0.12 0.3087
H 17.0535 -28.1054 -7.4470 -0.59 0.41 -0.20 0.3784
O 15.7620 -28.4135 -3.2264 0.29 -0.29 -0.17 -0.6293
H 16.6549 -28.3086 -3.6115 -0.36 0.28 0.25 0.4072

---

Record 5
25
Properties=species:S:1:pos:R:3:forces:R:3:mulliken_charge:R:1 method="wB97M-V/def2-TZVPD" mol_weight_g_mol=133.168 e_lumo_ev=-3.08 gap_ev=10.8 charge=+1 e_above_lowest_kj_mol=82.95
H 1.5285 -1.9276 0.8953 -0.28 -0.49 0.31 0.3199
H 1.4409 -3.2227 0.0576 -0.43 -0.30 0.08 0.3147
O 1.9672 0.3147 -2.8513 -0.78 -0.01 0.59 -0.6354
H -2.0404 3.2577 1.3246 -0.41 -0.21 0.52 0.3062
O 1.4838 1.8499 1.9002 -0.28 -0.27 -0.24 -0.6161
H 1.8021 2.0281 2.7913 0.02 0.04 -0.04 0.3101
H 2.3470 0.9959 -3.4081 0.37 -0.12 -0.09 0.3173
H -1.5989 -2.6601 1.3769 0.54 -0.31 0.26 0.2750
H -1.1329 3.3562 0.2045 0.97 1.19 -1.27 0.2936
H -0.5219 -2.1340 -0.9927 0.38 0.12 0.17 0.2588
H -1.3856 -0.0427 -1.6769 -0.75 0.24 0.16 0.3722
H -1.3755 -1.1266 1.6121 0.10 0.12 0.15 0.2198
H -0.1649 1.2488 0.5309 -0.17 -0.69 0.60 0.4040
H -2.1931 -2.1712 -0.6622 -0.18 0.42 0.06 0.4287
H -2.1483 0.2940 -0.0289 -0.21 -0.03 -0.39 0.3067
O 2.0404 -2.5576 0.3814 0.71 0.72 -0.28 -0.6257
H 0.5043 -0.2828 0.0325 0.80 0.47 0.90 0.0638
H 1.6538 2.6403 1.3850 0.28 0.27 0.18 0.3107
C -1.2712 -1.6748 -0.3460 0.01 -0.15 0.74 -0.6590
O -1.6104 2.7049 0.6704 -0.53 -0.87 0.69 -0.6145
H 2.6495 -0.3027 -2.5716 0.25 0.17 -0.24 0.3314
N -0.0770 0.5202 -0.1897 0.39 -0.61 -0.48 0.0261
H 0.4366 0.9922 -0.9389 -0.32 -0.34 -0.55 0.3582
C -1.3598 -0.1929 -0.5964 0.23 0.70 -1.13 -0.5540
N -0.9741 -1.9068 1.1000 -0.71 -0.07 -0.71 -0.5125

---

Record 6
25
Properties=species:S:1:pos:R:3:forces:R:3:mulliken_charge:R:1 method="wB97M-V/def2-TZVPD" mol_weight_g_mol=133.168 e_lumo_ev=-2.68 gap_ev=10.9 charge=+1 e_above_lowest_kj_mol=34.39
H -0.6207 1.9319 0.4092 -0.32 0.04 0.70 0.3758
H 0.9548 1.9235 2.5140 0.45 -0.05 -0.27 0.4602
H 0.8847 -0.7722 3.0913 -0.14 -0.15 -0.37 0.2271
N -0.3729 -0.1405 0.1674 -0.36 -1.36 0.70 -0.1317
H -3.3213 1.9628 -1.8904 -0.16 -0.01 0.32 0.3321
H -1.9208 -1.0178 2.9708 -0.23 -0.36 0.08 0.2943
O -3.5005 1.0692 -1.5638 0.50 0.15 -0.48 -0.6565
H 2.1558 0.0819 2.7430 0.08 -0.08 -0.45 0.2580
H 2.4433 -1.0578 -1.7786 0.02 0.11 -0.24 0.2814
H -1.7258 -2.3887 2.1822 -0.23 0.01 0.40 0.2927
O 1.8081 -1.2453 -4.2302 -0.30 0.06 -0.54 -0.6094
O 2.1180 -0.2697 -1.3301 -0.21 -0.03 0.43 -0.6180
H 0.4836 -0.6692 -0.0255 0.03 0.02 -0.27 0.4246
H 1.2281 -1.9106 -4.6227 0.06 -0.17 0.33 0.3122
H -3.4943 0.5697 -2.3910 -0.21 -0.18 0.18 0.3289
H 1.0114 1.4281 0.2492 -0.01 -0.29 -0.32 0.2599
H 1.9640 -0.6817 -5.0003 0.27 0.12 0.25 0.3151
H -0.4446 1.1174 2.8422 -0.14 -0.89 0.07 0.2365
N 1.2644 -0.2004 2.3385 -0.05 0.37 1.29 -0.5326
O -1.5572 -1.4422 2.1886 0.14 0.02 -0.18 -0.6163
C 0.0754 1.1647 0.7397 0.44 0.42 -0.83 -0.5683
C 0.4408 1.0111 2.2101 -0.62 0.85 -0.14 -0.5783
H -0.9294 -0.7244 0.8737 0.63 0.89 -0.37 0.2514
H 2.0114 0.3949 -2.0166 0.10 -0.17 -0.22 0.3090
H -0.9561 -0.1347 -0.6704 0.26 0.67 -0.05 0.3518